Record 1
This record from the Open Molecules 2025 dataset describes a 2-piece molecular cluster, C2H8N2 overall at a distorted geometry. The level of theory is ωB97M-V with the def2-TZVPD basis set.

Gap between HOMO and LUMO: 10.721 eV
SMILES: [H]/N=C/N.C
Net charge: 0

XYZ file:
```
12
Properties=species:S:1:pos:R:3:forces:R:3
H -3.0395 -1.1071 -2.3617 0.40 0.38 -0.37
N -2.6508 -0.7184 -1.5107 -0.83 0.68 1.11
C -1.7143 0.1379 -1.6023 0.00 -3.22 -1.18
N -1.1320 0.6783 -0.4774 0.06 1.42 0.78
H -1.2306 0.1792 -2.5833 0.40 1.00 0.26
H -0.3246 0.2244 -0.0699 0.14 -0.03 -0.59
H -1.8105 0.8158 0.2575 -0.16 -0.24 0.01
C 2.4021 -0.1111 1.6907 -1.02 1.80 -0.63
H 2.7633 0.9111 1.8369 0.78 -0.30 0.45
H 1.4061 -0.0075 2.1547 0.32 -0.83 -0.16
H 3.0320 -0.9023 2.0670 0.01 0.03 0.13
H 2.2989 -0.1004 0.5984 -0.10 -0.69 0.20
```
Forces are in eV/Å.

The natural (NBO) scheme yields these atomic charges, measured in e: 0.34, -0.67, 0.27, -0.86, 0.14, 0.39, 0.38, -0.86, 0.22, 0.21, 0.22, 0.21

***

Record 2
This record from the Open Molecules 2025 dataset describes C2H8N2 in the gas phase at a distorted geometry. The level of theory is ωB97M-V with the def2-TZVPD basis set.

Gap between HOMO and LUMO: 9.623 eV
SMILES: CNCN
Net charge: 0

XYZ file:
```
12
Properties=species:S:1:pos:R:3:forces:R:3
C -0.5357 1.1864 0.2034 -0.94 1.98 5.36
N -0.9058 -0.2082 0.3409 -0.41 1.34 0.15
C 0.2415 -1.0471 0.1425 -1.78 -4.80 -0.31
N 1.1243 -0.6911 -0.8901 3.92 3.41 0.69
H 0.3847 1.6163 0.9335 -1.86 -1.32 -1.95
H -0.3927 1.4298 -0.7826 0.75 0.69 -2.21
H -1.4024 1.8595 0.5852 1.20 -1.22 -0.75
H -1.5075 -0.4238 1.1534 0.97 0.20 -0.70
H -0.1637 -2.0564 -0.3808 0.44 1.63 1.83
H 0.6920 -1.3832 1.1370 0.19 0.72 -1.43
H 0.6876 -0.4678 -1.7619 -0.56 -0.17 -0.31
H 1.7777 0.1857 -0.6804 -1.92 -2.46 -0.36
```
Forces are in eV/Å.

The natural (NBO) scheme yields these atomic charges, measured in e: -0.41, -0.67, -0.04, -0.83, 0.14, 0.19, 0.20, 0.37, 0.17, 0.17, 0.36, 0.35

***

Record 3
This record from the Open Molecules 2025 dataset describes C2H8N2 in the gas phase at a distorted geometry. The level of theory is ωB97M-V with the def2-TZVPD basis set.

Gap between HOMO and LUMO: 9.938 eV
SMILES: CNCN
Net charge: 0

XYZ file:
```
12
Properties=species:S:1:pos:R:3:forces:R:3
C 0.3371 1.7626 -0.1482 -2.25 -2.12 1.84
N 0.5402 0.3049 -0.2309 2.16 2.17 -1.20
C -0.4874 -0.4167 0.3934 -1.52 1.51 0.02
N -0.3309 -1.7794 0.1098 0.83 -2.27 -1.82
H 0.9040 2.3541 -0.8103 0.30 0.45 -1.08
H 0.6005 2.0290 0.8586 0.25 0.53 0.58
H -0.7918 1.8136 -0.1589 0.95 1.27 -0.64
H 0.7265 0.0732 -1.1882 -0.35 -0.53 -0.40
H -0.4330 -0.0256 1.4277 -0.16 -1.17 0.24
H -1.5045 -0.1383 0.0647 -0.06 0.26 -0.10
H -0.7973 -2.0220 -0.8723 1.71 0.73 2.83
H 0.7325 -1.8382 0.0553 -1.86 -0.84 -0.27
```
Forces are in eV/Å.

The natural (NBO) scheme yields these atomic charges, measured in e: -0.42, -0.64, -0.04, -0.83, 0.21, 0.19, 0.17, 0.35, 0.16, 0.13, 0.36, 0.36

***

Record 4
This record from the Open Molecules 2025 dataset describes a 2-piece molecular cluster, C2H8N2 overall at a distorted geometry. The level of theory is ωB97M-V with the def2-TZVPD basis set.

Gap between HOMO and LUMO: 9.974 eV
SMILES: [H]/N=C/N.C
Net charge: 0

XYZ file:
```
12
Properties=species:S:1:pos:R:3:forces:R:3
H -4.6029 -0.0497 1.3784 0.19 -0.93 -0.60
N -4.2820 0.5473 0.6267 -0.29 1.23 0.96
C -3.0249 0.7396 0.6286 -0.46 -0.73 -1.24
N -2.5100 1.8622 0.0252 -0.15 -0.68 0.08
H -2.3229 -0.0873 0.7963 0.34 0.55 1.13
H -1.5100 1.8970 -0.0733 -0.12 0.09 -0.55
H -3.1393 2.1947 -0.6992 0.49 0.46 0.21
C 4.2717 -1.3671 -0.5197 0.20 -1.34 -0.54
H 3.7918 -1.1205 -1.4652 0.07 0.53 0.15
H 3.6409 -1.1643 0.3350 0.04 0.31 0.09
H 4.3974 -2.4528 -0.5929 -0.12 -0.02 0.25
H 5.2902 -0.9990 -0.4399 -0.19 0.52 0.06
```
Forces are in eV/Å.

The natural (NBO) scheme yields these atomic charges, measured in e: 0.35, -0.75, 0.28, -0.82, 0.15, 0.38, 0.40, -0.85, 0.21, 0.21, 0.21, 0.22

***

Record 5
This record from the Open Molecules 2025 dataset describes C2H8N2 in the gas phase at a distorted geometry. The level of theory is ωB97M-V with the def2-TZVPD basis set.

Gap between HOMO and LUMO: 10.219 eV
SMILES: CNCN
Net charge: 0

XYZ file:
```
12
Properties=species:S:1:pos:R:3:forces:R:3
C 0.0026 -0.1362 1.4469 -1.14 0.41 0.29
N -0.5880 -0.5884 0.1902 1.10 -0.70 -0.66
C 0.3133 -0.2793 -0.9796 -1.40 0.37 0.99
N -0.0759 1.0190 -1.5108 0.96 -0.08 -0.17
H -0.7283 -0.1955 2.2599 -0.12 -0.27 -0.14
H 0.8745 -0.6983 1.7980 0.32 0.38 -0.31
H 0.1249 0.9515 1.3488 0.71 -0.32 0.10
H -0.7347 -1.5927 0.2059 -0.04 0.06 0.19
H 0.2123 -1.0703 -1.7166 -0.24 0.01 -0.17
H 1.3636 -0.2501 -0.6866 0.09 0.09 0.04
H -1.0781 1.1196 -1.4620 -0.19 -0.15 -0.01
H 0.3137 1.7207 -0.8942 -0.06 0.21 -0.14
```
Forces are in eV/Å.

The natural (NBO) scheme yields these atomic charges, measured in e: -0.43, -0.64, -0.06, -0.83, 0.20, 0.17, 0.19, 0.35, 0.18, 0.16, 0.36, 0.35

***

Record 6
This record from the Open Molecules 2025 dataset describes C2H8N2 in the gas phase at a distorted geometry. The level of theory is ωB97M-V with the def2-TZVPD basis set.

Gap between HOMO and LUMO: 9.781 eV
SMILES: CN(C)N
Net charge: 0

XYZ file:
```
12
Properties=species:S:1:pos:R:3:forces:R:3
C 0.7711 -0.9233 -0.7618 0.46 0.97 -0.76
N 0.3319 -0.0801 0.3694 -2.01 -1.72 0.17
C -1.2072 -0.0944 0.5578 2.68 3.14 0.86
N 0.9020 1.1965 0.1654 -0.32 1.19 2.69
H 1.8076 -1.1616 -0.5549 0.30 0.02 -0.20
H 0.2784 -1.8735 -0.9068 -0.64 -0.12 0.52
H 0.7469 -0.3997 -1.7774 -0.15 -0.33 1.21
H -1.5696 0.7088 1.2558 1.02 0.01 -0.66
H -1.6646 0.1182 -0.3591 -1.00 -0.10 -1.57
H -1.6095 -0.8767 1.0966 -0.25 -2.60 0.38
H 0.1692 1.7687 -0.2484 0.16 0.42 -0.26
H 1.0439 1.6170 1.1635 -0.26 -0.89 -2.37
```
Forces are in eV/Å.

The natural (NBO) scheme yields these atomic charges, measured in e: -0.43, -0.29, -0.45, -0.65, 0.21, 0.20, 0.17, 0.19, 0.17, 0.21, 0.32, 0.35

***

Record 7
This record from the Open Molecules 2025 dataset describes a 2-piece molecular cluster, C2H8N2 overall at a distorted geometry. The level of theory is ωB97M-V with the def2-TZVPD basis set.

Gap between HOMO and LUMO: 8.856 eV
SMILES: C=CN.N
Net charge: 0

XYZ file:
```
12
Properties=species:S:1:pos:R:3:forces:R:3
C -1.1221 -1.6913 1.1063 0.23 0.76 0.83
C -0.0832 -0.8994 1.4033 0.93 -0.04 -0.67
N 0.2710 0.2843 0.7753 -0.95 0.15 0.34
H -1.9678 -1.2353 0.6165 -0.15 -0.35 -0.49
H -1.1832 -2.6799 1.5288 -0.22 0.03 0.13
H 0.7416 -1.1864 2.0524 -0.25 -0.59 -0.03
H -0.4419 0.9064 0.4107 0.30 -0.35 -0.10
H 1.0703 0.7628 1.1329 0.12 0.21 0.16
N 0.6776 1.4243 -2.0281 0.21 0.00 0.44
H 0.4377 2.3658 -2.2788 0.01 0.15 -0.34
H 1.6049 1.1785 -2.3484 -0.19 0.08 -0.09
H -0.0049 0.7700 -2.3709 -0.03 -0.05 -0.17
```
Forces are in eV/Å.

The natural (NBO) scheme yields these atomic charges, measured in e: -0.56, 0.03, -0.80, 0.19, 0.21, 0.18, 0.38, 0.38, -1.09, 0.36, 0.37, 0.36

***

Record 8
This record from the Open Molecules 2025 dataset describes C2H8N2 in the gas phase at a distorted geometry. The level of theory is ωB97M-V with the def2-TZVPD basis set.

Gap between HOMO and LUMO: 10.193 eV
SMILES: NCCN
Net charge: 0

XYZ file:
```
12
Properties=species:S:1:pos:R:3:forces:R:3
N -1.5714 -0.2458 -0.9026 -0.89 -0.30 0.93
C -0.7326 0.2444 0.2832 -1.03 -2.65 -0.40
C 0.7272 0.3384 -0.1266 -1.50 0.73 -3.99
N 1.6270 -0.1805 0.8071 2.86 2.69 1.58
H -1.8624 -1.2344 -0.6711 0.53 1.55 -0.47
H -2.4770 0.2376 -1.0322 0.91 -0.06 0.31
H -1.0908 1.0434 0.8969 -0.41 1.30 -0.52
H -0.9209 -0.5540 1.0214 0.98 -0.08 -0.05
H 0.8743 1.3328 -0.6839 0.49 -0.49 2.09
H 0.8977 -0.2051 -1.0701 -1.00 -0.61 0.00
H 2.5758 0.0149 0.4683 -0.28 0.34 0.50
H 1.6465 -1.1470 0.7991 -0.67 -2.41 0.03
```
Forces are in eV/Å.

The natural (NBO) scheme yields these atomic charges, measured in e: -0.85, -0.24, -0.24, -0.82, 0.35, 0.36, 0.20, 0.18, 0.20, 0.17, 0.35, 0.35

***

Record 9
This record from the Open Molecules 2025 dataset describes an isolated ion of composition C2H8N2 and charge +1 at a distorted geometry. The level of theory is ωB97M-V with the def2-TZVPD basis set.

Gap between HOMO and LUMO (alpha / beta): 12.388 / 5.903 eV
⟨S²⟩: 0.757
Net charge: +1
Multiplicity: 2

XYZ file:
```
12
Properties=species:S:1:pos:R:3:forces:R:3
N 0.9168 -0.3500 1.5903 0.36 -0.46 -1.03
C 0.6490 -0.2763 0.1986 1.57 -2.35 0.08
C -0.6934 0.4576 -0.1946 -0.74 0.77 -0.65
N -0.9622 0.3488 -1.5813 0.81 -0.99 1.84
H 1.8083 -0.0240 1.9474 -0.23 0.60 -0.13
H 0.7916 -1.3115 1.8812 -0.37 0.25 0.61
H 1.4941 0.0097 -0.4697 -0.61 0.39 0.69
H 0.3853 -1.3259 -0.0526 0.11 0.53 -0.31
H -0.4211 1.5004 0.0206 -0.29 0.01 0.48
H -1.4858 -0.0048 0.3889 -0.22 0.80 0.25
H -1.7565 -0.2542 -1.7611 0.10 0.06 -0.66
H -0.0839 0.0971 -2.0243 -0.50 0.39 -1.18
```
Forces are in eV/Å.

The natural (NBO) scheme yields these atomic charges, measured in e: -0.63, -0.22, -0.22, -0.52, 0.41, 0.40, 0.23, 0.23, 0.28, 0.24, 0.41, 0.39

***

Record 10
This record from the Open Molecules 2025 dataset describes a 2-piece molecular cluster, C2H8N2O overall at a distorted geometry. The level of theory is ωB97M-V with the def2-TZVPD basis set.

Gap between HOMO and LUMO: 9.725 eV
SMILES: C=O.NCN
Net charge: 0

XYZ file:
```
13
Properties=species:S:1:pos:R:3:forces:R:3
C 1.2928 -1.5527 -1.0252 0.28 -0.97 1.13
O 1.2050 -2.6759 -0.5937 -0.22 0.10 -0.50
H 1.7889 -0.8309 -0.3582 -0.08 0.61 -0.52
H 0.8995 -1.2873 -2.0141 0.02 0.28 -0.09
N -1.4244 0.1662 0.7506 -0.39 1.15 -0.05
C -1.2054 1.6086 0.5391 0.40 -0.40 -1.05
N 0.1556 2.0216 0.2869 0.27 0.31 1.44
H -0.6984 -0.1243 1.3843 0.11 -0.65 -0.05
H -1.3804 -0.3072 -0.1387 0.33 -0.36 0.10
H -1.6121 2.1254 1.4055 0.08 0.17 -0.01
H -1.7224 1.9223 -0.3697 -0.54 -0.07 0.32
H 0.5706 2.1173 -0.6112 -0.20 -0.21 -0.49
H 0.8177 1.9034 1.0398 -0.07 0.03 -0.22
```
Forces are in eV/Å.

The natural (NBO) scheme yields these atomic charges, measured in e: 0.26, -0.50, 0.12, 0.12, -0.84, -0.06, -0.89, 0.35, 0.35, 0.18, 0.18, 0.38, 0.36

***

Record 11
This record from the Open Molecules 2025 dataset describes C2H8N2O as an isolated structure at a distorted geometry. The level of theory is ωB97M-V with the def2-TZVPD basis set.

Gap between HOMO and LUMO: 9.691 eV
Net charge: 0

XYZ file:
```
13
Properties=species:S:1:pos:R:3:forces:R:3
C 1.6880 0.5644 0.0293 -0.45 0.15 0.34
C 0.6429 -0.4072 -0.4724 0.70 -2.03 0.18
O 0.7652 -1.6754 -0.1848 0.33 1.60 -0.60
H 0.2741 -0.1397 -1.4823 -0.38 0.06 0.27
H 1.9253 0.3458 1.0733 0.03 0.03 -0.09
H 2.5973 0.4427 -0.5613 -0.07 -0.08 -0.04
H 1.3462 1.5986 -0.0711 0.08 -0.04 0.02
N -0.9370 -0.2567 0.5527 1.10 -1.22 -0.51
N -2.2380 0.0835 0.0593 -0.16 -0.16 0.19
H -2.3973 -0.4245 -0.8088 0.22 0.02 0.21
H -2.2694 1.0760 -0.1718 0.25 -0.23 0.10
H -0.7963 0.1368 1.4843 -0.22 0.01 -0.17
H -0.6012 -1.3443 0.5536 -1.42 1.88 0.10
```
Forces are in eV/Å.

The natural (NBO) scheme yields these atomic charges, measured in e: -0.68, 0.38, -0.79, 0.11, 0.22, 0.24, 0.20, -0.57, -0.65, 0.36, 0.35, 0.38, 0.47

***

Record 12
This record from the Open Molecules 2025 dataset describes a 2-piece molecular cluster, C2H8N2O overall at a distorted geometry. The level of theory is ωB97M-V with the def2-TZVPD basis set.

Gap between HOMO and LUMO: 8.516 eV
SMILES: N/C=C/N.O
Net charge: 0

XYZ file:
```
13
Properties=species:S:1:pos:R:3:forces:R:3
N 1.0581 -1.4775 -1.2132 -0.07 0.82 -0.32
C 0.0257 -0.7046 -0.5273 0.71 -0.99 -0.42
C -0.3102 0.5444 -0.8246 -0.46 0.75 0.01
N -1.1790 1.3515 -0.1233 -0.15 -0.25 0.37
H 1.8150 -0.8388 -1.4298 0.20 -0.16 0.00
H 0.7334 -1.8004 -2.1201 -0.11 -0.16 0.12
H -0.3516 -1.2748 0.3055 -0.57 0.33 0.12
H 0.0944 1.0834 -1.6765 0.28 -0.40 -0.11
H -1.6089 1.0065 0.7142 0.07 0.01 0.06
H -1.4912 2.2353 -0.4672 0.08 -0.03 -0.20
O 0.0664 0.0617 2.2733 0.25 0.06 0.60
H 0.6251 -0.7024 2.0949 -0.04 0.05 -0.13
H 0.5227 0.5158 2.9940 -0.18 -0.02 -0.11
```
Forces are in eV/Å.

The natural (NBO) scheme yields these atomic charges, measured in e: -0.84, -0.16, -0.01, -0.82, 0.35, 0.35, 0.17, 0.18, 0.40, 0.38, -0.94, 0.48, 0.47

***

no.,E_tot (eV)
1,-5182.965
2,-5182.228
3,-5182.625
4,-5183.123
5,-5183.400
6,-5181.910
7,-5183.094
8,-5182.546
9,-5174.474
10,-7230.057
11,-7228.690
12,-7230.466